# 1
# C22H15ClF10N4Sm

A molecular structure, C22H15ClF10N4Sm in a non-equilibrium geometry (ωB97M-V/def2-TZVPD, the Open Molecules 2025 dataset).

Geometry as XYZ:
```
53
C22H15ClF10N4Sm | the Open Molecules 2025 dataset | ωB97M-V/def2-TZVPD
Sm -0.6919 -0.3095 -0.6198
C -2.7015 -3.0817 -0.2177
N -1.7840 -2.2895 0.6098
C -0.6840 -3.1421 1.0991
C 0.4267 -2.3551 1.7682
N 0.7495 -1.1730 0.9730
C 1.9629 -0.5304 1.2249
C 2.1865 0.6912 0.5974
F 1.1447 1.1665 -0.1891
C 3.3260 1.4562 0.6542
F 3.4098 2.5976 -0.0209
C 4.3691 1.0112 1.4488
F 5.4885 1.7165 1.5550
C 4.2078 -0.1826 2.1288
F 5.1897 -0.6308 2.8987
C 3.0448 -0.9351 2.0178
F 3.0200 -2.0835 2.7097
C -2.5030 -1.6623 1.7471
C -3.3851 -0.5276 1.2701
N -2.5975 0.3538 0.4164
C -2.2143 1.6232 0.7855
C -2.2576 2.2449 2.0515
F -2.7916 1.6073 3.1016
C -1.7496 3.5085 2.2717
F -1.8235 4.0380 3.4828
C -1.1266 4.2330 1.2563
F -0.6210 5.4338 1.5065
C -1.0340 3.6623 0.0083
F -0.4343 4.2870 -0.9994
C -1.5721 2.4012 -0.1845
F -1.4563 1.8612 -1.4611
H -3.1623 -3.8917 0.3578
H -2.1547 -3.5342 -1.0475
H -3.4934 -2.4544 -0.6250
H -0.2841 -3.6745 0.2312
H -1.0679 -3.9015 1.7924
H 1.2693 -3.0405 1.8475
H 0.1564 -2.0955 2.7980
H -1.7532 -1.2635 2.4305
H -3.0810 -2.4224 2.2888
H -3.8322 -0.0311 2.1271
H -4.2259 -0.9145 0.6882
Cl 2.0772 2.9660 -4.8734
C 1.5984 1.3725 -4.4414
C 1.9101 0.2893 -5.2448
C 1.4936 -0.9704 -4.8459
C 0.7844 -1.0914 -3.6665
N 0.4889 -0.0437 -2.8866
C 0.8969 1.1749 -3.2646
H 2.4676 0.4360 -6.1599
H 1.7155 -1.8460 -5.4383
H 0.4424 -2.0657 -3.3349
H 0.6562 2.0119 -2.6235
```

Charge = +1
Molecular weight = 711.18 Da
2S+1 = 6
Maximum force = 1.08 eV Å⁻¹
Frontier orbital gap (spin up / spin down) = 7.05 / 7.57 eV
Lowest unoccupied orbital energy (spin up / spin down) = -3.8 / -3.3 eV
ΔE to the lowest compared entry with this formula, charge and spin = 0.157 eV

=====

# 2
# C15H23ClORe

A molecular structure, C15H23ClORe in a non-equilibrium geometry (ωB97M-V/def2-TZVPD, the Open Molecules 2025 dataset).

Geometry as XYZ:
```
41
C15H23ClORe | the Open Molecules 2025 dataset | ωB97M-V/def2-TZVPD
C 3.8837 -2.0113 -1.5628
C 3.6848 -2.7829 -0.3129
C 2.9198 -2.2388 -2.6563
C 4.4691 -0.6587 -1.4446
Cl 1.1019 -0.1692 1.0297
H 3.2654 -2.8053 -3.5413
H 2.4977 -1.2958 -3.0205
H 2.0145 -2.7354 -2.2925
H 4.3849 -3.5972 -0.0629
H 2.6841 -3.2272 -0.2974
H 3.6406 -2.1444 0.5753
H 5.5148 -0.5022 -1.7359
H 4.3708 -0.2539 -0.4326
H 3.8761 0.0536 -2.0265
C -2.8891 -0.3885 0.8993
C -2.6841 -0.6858 -0.4792
C -1.5931 -1.6756 -0.5613
H -3.3445 -0.3844 -1.2912
C -1.1658 -1.9377 0.7647
C -1.9229 -1.0880 1.6607
H -1.7989 -1.0167 2.7475
H -3.7407 0.1512 1.3136
H -1.2886 -2.2281 -1.4479
H -0.4350 -2.6995 1.0790
C -0.4206 2.7291 0.4678
C -1.7586 2.4160 0.0255
C -1.6432 1.7486 -1.2622
H -2.6566 2.8241 0.4494
C -0.2332 1.7059 -1.5994
C 0.5096 2.3252 -0.5467
H 1.5611 2.5162 -0.5400
H -0.1664 3.2696 1.3480
H -2.4514 1.5030 -1.9193
H 0.1812 1.3445 -2.5278
Re -0.9213 0.2319 0.0968
C -3.5514 2.4149 3.0322
O -2.2708 1.7974 3.0616
H -3.4478 3.5079 2.9849
H -4.1758 2.1680 3.9088
H -4.0504 2.0723 2.1366
H -1.9501 1.7472 3.9796
```

Charge = +2
Molecular weight = 441.01 Da
2S+1 = 4
Maximum force = 2.92 eV Å⁻¹
Frontier orbital gap (spin up / spin down) = 3.89 / 6.44 eV
Lowest unoccupied orbital energy (spin up / spin down) = -8.9 / -8.9 eV
ΔE to the lowest compared entry with this formula, charge and spin = 1.094 eV